No. 1
{"formula": "C17H10IN3O7Ru", "method": "the ωB97M-V functional and the def2-TZVPD basis", "symbols": ["Ru", "O", "C", "O", "C", "C", "C", "C", "C", "N", "C", "O", "O", "H", "H", "H", "H", "O", "C", "N", "C", "O", "C", "C", "C", "C", "C", "C", "H", "H", "H", "H", "O", "C", "N", "I", "C", "H", "H"], "coordinates": [[0.4785, -0.1584, 1.4807], [-1.0988, -2.7146, -2.0346], [-0.6763, -2.2865, -0.8550], [-1.3555, -1.6580, -0.0829], [0.7124, -2.7285, -0.5114], [1.4014, -3.7400, -1.1541], [2.6471, -4.1095, -0.6577], [3.1626, -3.4752, 0.4576], [2.4155, -2.4609, 1.0362], [1.2363, -2.1121, 0.5481], [2.8374, -1.7100, 2.2992], [3.9384, -1.8879, 2.7665], [1.8836, -0.9807, 2.7456], [-1.9913, -2.3824, -2.1990], [0.9619, -4.2371, -2.0060], [3.2059, -4.9022, -1.1368], [4.1186, -3.7307, 0.8913], [-1.7226, 2.3154, 2.1856], [-1.5151, 2.1231, 1.0072], [-0.7408, 1.0871, 0.4964], [-0.6465, 1.1957, -0.8931], [-0.0352, 0.4290, -1.6045], [-1.4442, 2.3867, -1.3049], [-1.6637, 2.9567, -2.5405], [-2.4616, 4.0970, -2.5908], [-3.0254, 4.6314, -1.4389], [-2.7989, 4.0509, -0.1939], [-1.9946, 2.9324, -0.1510], [-1.2258, 2.5344, -3.4351], [-2.6430, 4.5795, -3.5423], [-3.6360, 5.5216, -1.5125], [-3.2288, 4.4535, 0.7135], [4.1403, 1.1355, -0.3550], [3.0902, 0.8955, 0.1146], [1.9965, 0.6542, 0.5329], [-0.9316, -2.4516, 3.1675], [-0.9111, -0.3289, 3.0169], [-0.5619, 0.0834, 3.9595], [-1.9181, -0.0076, 2.7806]], "atomic_forces_ev_per_a": [[1.128, -3.093, -1.684], [0.324, -0.284, -0.416], [-0.305, 0.189, 0.408], [0.009, -0.157, -0.119], [-0.096, 0.152, -0.140], [-0.107, 0.065, 0.095], [0.106, -0.053, 0.048], [-0.139, -0.006, -0.148], [0.198, 0.108, 0.247], [-0.725, 1.659, 0.589], [0.063, -0.314, -0.515], [-0.078, -0.065, 0.053], [-0.307, 0.615, 0.700], [-0.084, 0.105, 0.140], [-0.029, 0.051, -0.008], [-0.012, 0.001, -0.027], [0.004, 0.048, 0.033], [-0.082, 0.165, -0.057], [0.017, -0.367, 0.197], [-0.074, 0.122, -0.791], [0.153, -0.076, 0.099], [-0.192, 0.100, -0.100], [-0.203, 0.228, 0.214], [0.015, -0.087, -0.052], [0.036, -0.038, -0.069], [-0.007, 0.047, 0.067], [0.019, -0.031, 0.112], [0.070, 0.006, -0.323], [0.015, -0.004, 0.002], [-0.010, -0.005, -0.003], [-0.027, -0.015, 0.005], [0.011, 0.048, -0.009], [-0.177, -0.023, 0.033], [0.206, 0.106, 0.199], [-0.660, 0.225, 0.803], [-0.052, 0.461, -0.104], [0.858, 0.016, 0.809], [-0.019, -0.105, 0.025], [0.155, 0.207, -0.316]], "de_lowest_ev": 1.859, "charge": 0, "lumo_energy_ev": [-2.783, -2.787]}

***

No. 2
{"formula": "C17H10IrN2O6", "method": "the ωB97M-V functional and the def2-TZVPD basis", "symbols": ["Ir", "O", "C", "O", "C", "C", "C", "C", "C", "N", "C", "O", "O", "H", "H", "H", "H", "O", "C", "O", "C", "C", "C", "C", "C", "C", "C", "C", "C", "N", "H", "H", "H", "H", "H", "H"], "coordinates": [[0.3729, -1.7068, 0.2028], [1.2772, -3.7520, 3.6163], [0.9040, -2.9204, 2.6969], [0.9104, -3.1902, 1.4936], [0.4230, -1.5937, 3.1380], [0.2684, -1.2841, 4.4749], [-0.3190, -0.0744, 4.8171], [-0.7262, 0.7606, 3.7907], [-0.4756, 0.3903, 2.4814], [0.0930, -0.7692, 2.1171], [-0.9212, 1.2779, 1.3710], [0.0785, 1.3763, 0.4529], [-1.9875, 1.8006, 1.2647], [1.5585, -4.6045, 3.2355], [0.5791, -1.9993, 5.2233], [-0.4722, 0.1965, 5.8525], [-1.2315, 1.6967, 3.9856], [0.2070, -3.5886, -3.2944], [0.2569, -2.8101, -2.3927], [0.4733, -3.0881, -1.1268], [0.0897, -1.3215, -2.6585], [0.0374, -0.9220, -3.9886], [-0.0007, 0.4161, -4.2714], [-0.0407, 1.3144, -3.1845], [0.0335, 2.7066, -3.4084], [0.0895, 3.6648, -2.3868], [-0.0223, 3.2286, -1.1038], [-0.3361, 1.8230, -0.8040], [-0.0722, 0.8138, -1.8640], [0.0292, -0.4962, -1.5824], [0.0689, -1.6968, -4.7426], [0.0075, 0.7869, -5.2890], [0.0864, 3.0386, -4.4408], [0.2195, 4.7118, -2.6200], [-0.0012, 3.9107, -0.2608], [-1.4572, 1.9035, -0.7950]], "atomic_forces_ev_per_a": [[-0.040, -0.009, -0.140], [-0.005, 0.009, 0.021], [0.006, 0.060, -0.124], [-0.005, 0.077, 0.103], [0.075, -0.144, 0.037], [-0.032, 0.021, -0.011], [0.009, -0.003, -0.094], [0.022, -0.018, 0.134], [-0.129, -0.019, -0.255], [-0.121, 0.158, 0.276], [-0.047, -0.086, 0.091], [0.028, 0.110, -0.012], [0.243, -0.085, 0.030], [-0.002, -0.003, -0.002], [0.003, 0.001, 0.003], [-0.010, 0.000, 0.000], [0.009, 0.005, -0.010], [-0.017, -0.012, 0.015], [-0.022, 0.127, -0.032], [0.066, 0.058, -0.051], [0.020, -0.102, 0.068], [0.008, 0.079, -0.006], [0.000, -0.037, 0.094], [0.017, -0.011, -0.147], [0.004, 0.040, 0.055], [-0.011, -0.106, -0.028], [0.030, 0.047, -0.029], [-0.018, -0.113, -0.053], [-0.011, -0.132, 0.120], [-0.072, 0.098, -0.061], [0.001, 0.008, -0.005], [-0.003, -0.004, 0.000], [0.001, 0.009, 0.004], [0.002, 0.000, -0.003], [0.003, 0.002, -0.005], [-0.003, -0.024, 0.013]], "de_lowest_ev": 0.010, "s2": 0.754, "charge": 2, "multiplicity": 2, "lumo_energy_ev": [-9.341, -9.340]}

***

No. 3
{"formula": "C17H11BeBrN6O12S", "method": "the ωB97M-V functional and the def2-TZVPD basis", "symbols": ["Be", "O", "S", "O", "O", "O", "Br", "C", "C", "N", "C", "C", "C", "C", "O", "O", "H", "H", "H", "O", "C", "O", "C", "C", "C", "C", "C", "C", "N", "O", "O", "N", "O", "O", "H", "H", "H", "N", "C", "C", "N", "C", "C", "N", "H", "H", "H", "H", "H"], "coordinates": [[0.2102, -0.3580, -0.2692], [1.5063, -0.7953, 2.5661], [1.1495, 0.2631, 1.6457], [1.4904, 1.5948, 2.1089], [-0.3223, 0.1667, 1.2263], [1.7303, -0.0037, 0.2463], [2.9089, -6.9952, 2.2500], [2.6870, -5.3480, 1.3129], [3.8085, -4.6301, 0.9391], [3.7247, -3.4770, 0.2869], [2.5083, -3.0023, 0.0069], [1.3334, -3.6740, 0.3278], [1.4280, -4.8820, 0.9995], [-0.0477, -3.1689, -0.0629], [-0.9727, -3.9754, -0.0234], [-0.1417, -1.9581, -0.4362], [4.8014, -4.9985, 1.1726], [2.4623, -2.0384, -0.4785], [0.5228, -5.4166, 1.2510], [-0.8872, -0.3388, -3.7343], [-1.1103, -0.2371, -2.5364], [-0.3413, 0.2507, -1.6514], [-2.4910, -0.6891, -2.0453], [-2.8625, -0.6459, -0.7026], [-4.1344, -1.0707, -0.3561], [-5.0568, -1.5284, -1.2741], [-4.6618, -1.5362, -2.5958], [-3.3992, -1.1332, -2.9947], [-5.6367, -1.9717, -3.6098], [-5.2872, -1.9737, -4.7735], [-6.7446, -2.3087, -3.2283], [-4.5587, -1.0092, 1.0577], [-3.8577, -0.4019, 1.8294], [-5.5962, -1.5775, 1.3572], [-2.1779, -0.2939, 0.0606], [-6.0384, -1.8561, -0.9713], [-3.0937, -1.1634, -4.0303], [-4.1866, 4.3978, -0.5109], [-2.8690, 4.1892, -0.1101], [-2.1391, 3.0851, -0.5749], [-0.8973, 2.8730, -0.2116], [-0.3414, 3.7555, 0.6255], [-1.0519, 4.8598, 1.0474], [-2.3205, 5.0903, 0.6862], [-4.6812, 3.5652, -0.7893], [-4.7044, 4.9890, 0.1196], [-2.5881, 2.3675, -1.2568], [0.6503, 3.5185, 0.9887], [-0.6005, 5.5951, 1.7043]], "atomic_forces_ev_per_a": [[-0.141, -0.450, -0.239], [0.011, 0.034, 0.011], [0.073, 0.155, 0.048], [-0.036, -0.004, -0.016], [0.071, -0.004, 0.038], [0.001, 0.066, 0.073], [-0.002, 0.000, 0.000], [0.021, 0.000, 0.011], [0.006, 0.002, -0.019], [-0.022, 0.001, 0.015], [0.025, 0.000, 0.019], [-0.003, 0.008, -0.007], [-0.019, -0.019, 0.003], [-0.027, 0.046, 0.117], [-0.049, -0.053, 0.020], [0.045, 0.030, -0.167], [0.011, -0.015, 0.006], [-0.002, 0.021, -0.016], [-0.004, -0.010, -0.009], [-0.016, 0.092, -0.109], [-0.125, -0.135, 0.103], [0.245, 0.162, 0.109], [-0.071, -0.011, -0.001], [0.036, 0.038, -0.055], [-0.015, 0.070, 0.013], [-0.095, -0.034, 0.020], [-0.025, 0.024, -0.040], [0.043, -0.041, -0.004], [0.106, -0.068, 0.074], [-0.055, 0.007, -0.001], [-0.008, 0.019, -0.049], [0.161, -0.131, -0.093], [0.001, 0.092, 0.060], [-0.138, -0.001, 0.036], [-0.039, 0.005, 0.022], [0.037, 0.019, -0.005], [-0.009, 0.029, 0.009], [0.005, 0.020, -0.125], [-0.036, 0.002, 0.007], [0.004, 0.002, -0.066], [0.089, 0.109, 0.048], [-0.059, -0.097, 0.052], [-0.022, 0.046, 0.012], [0.013, -0.002, 0.025], [-0.012, 0.014, 0.069], [0.005, -0.035, 0.024], [-0.022, -0.016, -0.021], [0.035, 0.038, -0.031], [0.007, -0.027, 0.031]], "de_lowest_ev": 0.000, "charge": -2, "lumo_energy_ev": 3.505}

***

No. 4
{"formula": "C17H11ClFIO8", "method": "the ωB97M-V functional and the def2-TZVPD basis", "symbols": ["O", "C", "Cl", "C", "C", "I", "O", "C", "O", "O", "C", "F", "H", "H", "H", "O", "C", "C", "C", "C", "O", "C", "C", "H", "H", "H", "H", "O", "C", "C", "C", "C", "O", "C", "C", "H", "H", "H", "H"], "coordinates": [[-2.2730, -1.6839, 2.2194], [-2.3114, -1.7782, 0.8877], [-2.3931, -3.5197, 0.1642], [-2.3249, -0.5289, -0.1800], [-0.9049, 0.2796, -0.3120], [0.0277, -0.2847, -2.2087], [-1.3449, 1.6892, -0.1239], [-1.3650, 1.8655, 1.3637], [-2.1793, 2.7346, 2.0065], [-0.3333, 1.0022, 2.0288], [0.2008, 0.2217, 0.8970], [1.3017, 1.1348, 0.4112], [-2.5948, -0.9058, -1.2800], [-3.2469, 0.1603, 0.1309], [0.8083, -0.7591, 1.1002], [1.5286, -4.3144, -8.0321], [0.8774, -4.0131, -7.0414], [1.3356, -4.3707, -5.6844], [0.6223, -4.0430, -4.6027], [-0.6530, -3.3080, -4.7178], [-1.3042, -3.0067, -3.7270], [-1.1111, -2.9503, -6.0747], [-0.3979, -3.2781, -7.1565], [2.2733, -4.9091, -5.6165], [0.9437, -4.2983, -3.6003], [-2.0489, -2.4120, -6.1426], [-0.7192, -3.0228, -8.1588], [-0.2554, 5.6078, 4.6291], [0.5368, 4.7261, 4.9313], [0.5861, 3.4514, 4.1884], [1.4506, 2.4879, 4.5208], [2.3942, 2.6570, 5.6436], [3.1865, 1.7753, 5.9459], [2.3450, 3.9317, 6.3865], [1.4805, 4.8953, 6.0541], [-0.1120, 3.3429, 3.3670], [1.4992, 1.5467, 3.9868], [3.0431, 4.0402, 7.2080], [1.4318, 5.8364, 6.5882]], "atomic_forces_ev_per_a": [[-0.147, -0.266, -9.265], [0.154, 0.167, 6.392], [0.136, 2.435, 0.727], [-0.976, -1.257, -0.568], [-0.808, 0.468, 2.129], [-0.410, 0.757, 1.129], [0.624, -0.961, 3.634], [-3.157, 4.084, 2.365], [6.245, -6.562, -4.756], [-2.512, 0.234, -4.173], [1.844, 1.860, -0.865], [-2.094, -1.997, 0.708], [0.625, 0.469, 2.687], [2.396, -1.257, -0.326], [-1.876, 1.842, 0.179], [-0.473, 0.223, 0.728], [0.538, -0.256, -0.844], [-0.046, 0.002, 0.495], [0.369, -0.182, -0.185], [-0.458, 0.133, 0.596], [0.366, -0.187, -0.578], [0.067, 0.007, -0.455], [-0.394, 0.218, 0.198], [-0.031, 0.017, -0.042], [-0.038, 0.013, -0.001], [0.024, -0.020, 0.038], [0.039, -0.027, 0.012], [0.570, -0.575, 0.230], [-0.648, 0.657, -0.272], [0.192, -0.442, -0.122], [-0.311, 0.190, -0.226], [0.533, -0.675, 0.165], [-0.477, 0.556, -0.171], [-0.190, 0.455, 0.075], [0.372, -0.168, 0.301], [-0.020, 0.060, 0.093], [0.008, 0.036, 0.032], [-0.008, -0.039, -0.034], [-0.027, -0.011, -0.033]], "charge": 0, "lumo_energy_ev": -2.037}